# 1
ORCA calculation (the ωB97M-V functional and the def2-TZVPD basis) on a cluster of 10 separate species, C4H27N2O11 in total in a non-equilibrium geometry.

Summary:
HOMO level = -6.549 eV
Spin multiplicity = 1
Energy relative to the best compared isomer or geometry (same formula, charge and spin) = 0.641 eV
Net charge = -1
E_LUMO = 2.94 eV

Each line ends with the Mulliken charge.
CARTESIAN COORDINATES (ANGSTROEM)
H  -0.52760  1.11795  1.30662  0.379
C  0.59164  -1.79881  -0.69647  0.158
H  -3.42607  -0.64806  -2.98930  0.340
H  -2.63754  -1.98229  0.03558  0.269
H  -0.51330  2.06319  -1.84195  0.088
H  2.45358  1.51982  -1.79527  0.302
O  -0.15329  -0.89615  2.99853  -0.884
H  0.30401  -2.69971  -2.54155  0.202
H  -0.04180  -0.13860  2.38906  0.287
O  2.83338  -1.06411  2.74851  -0.723
H  0.64168  -3.72711  -1.25991  0.285
H  2.56733  -1.27011  1.84487  0.352
H  0.93530  0.04291  -0.04729  -0.006
H  -2.23839  0.12519  -2.66999  0.328
N  0.89652  -0.51481  -0.94044  0.642
H  -1.94692  -0.58992  -0.09878  0.292
C  0.95706  0.04461  -2.27902  -0.681
H  0.31786  -1.62813  2.58555  0.329
H  -3.34821  -1.35487  2.80468  0.293
H  1.66480  -0.55252  -2.86876  0.423
O  -1.36727  1.66321  1.28373  -0.785
H  -0.95970  2.17159  0.55457  0.505
H  0.50173  3.45441  -2.09325  0.333
H  -0.01899  -0.05736  -2.77242  0.330
H  2.18251  -0.36292  2.90043  0.334
O  -2.78855  -0.07236  -3.43293  -0.678
H  -3.68334  0.49997  1.06743  0.331
C  1.46285  1.47598  -2.26612  -0.861
H  0.99943  1.97406  0.25230  0.378
O  3.93518  0.67982  0.54606  -0.735
O  0.68707  2.74680  -0.27504  -0.703
O  -3.71241  0.63186  2.02012  -0.715
O  0.34307  -2.18105  0.45410  -0.607
H  1.81025  1.76039  -3.26807  0.439
H  2.96581  0.57628  0.48793  0.315
H  -2.76369  0.81970  2.14828  0.404
N  0.75288  -2.80730  -1.64787  -0.526
H  1.55426  1.53610  1.89939  0.013
C  0.50146  2.45554  -1.63665  -0.150
O  1.29476  0.77248  1.36960  -0.962
O  -2.69025  -1.62835  2.16482  -0.597
H  -1.82208  -1.38577  2.54017  0.478
H  4.16637  0.35909  1.42313  0.357
O  -2.68139  -1.13064  -0.40438  -0.573

Cartesian forces (eV/Å) of the 6 atoms listed first:
H -0.622 0.120 0.834
C 0.441 -1.411 1.588
H -0.095 -0.032 -0.225
H 0.264 0.277 0.612
H 0.004 0.052 0.252
H -0.273 -0.162 0.654

***

# 2
ORCA calculation (the ωB97M-V functional and the def2-TZVPD basis) on a cluster of 2 separate species, C5H11NO in total in a non-equilibrium geometry.

Summary:
HOMO level (alpha / beta) = -5.074 / -10.444 eV
Spin multiplicity = 3
Energy relative to the best compared isomer or geometry (same formula, charge and spin) = 2.699 eV
<S²> = 2.01
E_LUMO (alpha / beta) = 0.83 / -2.86 eV

Each line ends with the Mulliken charge.
CARTESIAN COORDINATES (ANGSTROEM)
H  -1.57513  0.77616  -1.31596  0.409
N  1.89875  2.79070  0.34291  -0.398
H  -0.44313  -0.32205  2.03367  0.417
H  1.22861  2.16934  -0.07980  0.390
C  -0.28052  -1.32628  -1.23021  -1.759
C  -1.42813  0.48560  -0.28883  -1.809
H  -2.23904  -0.06305  0.00080  0.530
H  0.14154  -0.90887  -2.13740  0.431
H  -1.44556  1.56513  0.19003  0.328
H  0.74479  -1.56639  1.41515  0.483
C  -0.19734  -1.12863  1.38465  -1.588
H  0.37536  -2.27279  -1.19350  0.315
H  1.71702  0.26385  0.51151  0.331
C  -0.25713  -0.42017  0.01993  1.757
O  0.93506  0.39355  -0.05810  -0.690
H  -0.91802  -1.95083  1.18848  0.323
C  2.94315  3.13222  0.71110  0.055
H  -1.20028  -1.61748  -1.49444  0.474

Cartesian forces (eV/Å) of the 6 atoms listed first:
H 0.444 -0.511 -0.661
N -6.420 0.529 -1.138
H -0.150 -0.180 1.407
H 0.869 -1.052 -0.332
C 4.940 -1.553 0.802
C 1.213 3.869 1.274

***

# 3
ORCA calculation (the ωB97M-V functional and the def2-TZVPD basis) on a structure of composition C16H31ClFeN3O6 in a non-equilibrium geometry.

Summary:
HOMO level (alpha / beta) = -8.750 / -8.273 eV
Spin multiplicity = 6
Energy relative to the best compared isomer or geometry (same formula, charge and spin) = 2.640 eV
<S²> = 8.77
E_LUMO (alpha / beta) = 0.19 / -1.19 eV

Each line ends with the Mulliken charge.
CARTESIAN COORDINATES (ANGSTROEM)
C  -0.04948  1.90564  -1.32569  0.436
Fe  -0.67073  -0.81558  0.41134  1.197
C  1.78630  -2.12280  -1.60162  0.148
O  -3.80750  -2.77138  1.83504  -0.649
H  -2.40966  -0.76478  -3.63232  0.316
H  0.49179  4.57826  -1.37838  0.339
H  3.59322  -1.49997  -2.61927  0.318
H  -3.61050  -1.81413  -1.70086  0.231
H  -0.33513  5.11445  -2.75133  0.341
H  5.47949  -3.23770  -3.66296  0.287
H  2.30071  -1.15713  3.27474  0.257
H  -4.08519  -0.24701  -3.74836  0.414
H  2.89181  -4.35528  -2.35164  0.381
H  -0.32419  0.57500  5.70333  0.379
H  1.30024  3.48671  -4.21342  0.319
H  -0.54634  2.48393  -3.21179  0.289
H  3.80797  -2.45588  -1.10593  0.313
N  -1.31735  0.64511  1.88934  -0.093
H  -5.46304  -0.25697  -1.34828  0.423
H  0.80287  3.50214  5.65576  0.368
H  1.16373  2.15588  6.74597  0.367
C  -0.04953  1.44075  5.10072  -0.291
H  -1.61909  3.10123  -2.11131  0.399
O  -2.48392  -4.49819  2.50761  -0.679
Cl  -2.52733  -3.10219  2.30016  1.720
N  0.67270  -2.00383  -1.21813  -0.270
N  0.26937  1.05939  -0.62382  -0.255
H  2.15032  4.90408  -3.59588  0.361
H  -4.49818  1.08812  -1.27554  0.311
C  0.37927  2.63248  6.15812  -1.249
H  2.15076  3.45320  -2.67861  0.287
C  0.25954  4.27192  -2.39834  -0.627
O  -1.61278  -2.77803  1.26714  -0.754
H  4.92144  -4.94515  -3.52016  0.330
O  -2.11468  -2.35801  3.46434  -0.669
H  2.08769  -2.60745  2.54558  0.333
H  -0.37154  2.89927  6.90190  0.344
H  3.04312  -3.70309  -3.87457  0.393
C  -3.20512  -0.23789  -3.10532  -1.274
H  -2.12631  2.08794  4.66607  0.366
C  -0.54442  2.96749  -2.23493  -0.565
C  -3.33278  -0.76012  -1.69489  0.505
C  -1.18034  1.97068  4.13741  -0.658
C  3.45352  -3.57975  -2.87235  -0.587
C  3.22424  -2.33083  -2.01792  -0.390
C  4.93846  -3.96071  -3.05252  -1.048
O  -2.09782  -0.67798  -1.04698  -0.388
C  -1.34772  1.21587  2.88798  0.278
H  -0.95433  2.96902  3.76281  0.293
H  -4.43028  -0.09279  0.06678  0.297
H  0.88064  1.39162  4.53463  0.214
C  1.51236  4.06614  -3.31488  -1.096
H  5.19292  -3.79810  -2.00519  0.300
O  0.85418  -1.14523  1.61611  -0.464
H  2.88953  -1.18915  1.73335  0.319
C  2.02713  -1.54840  2.29486  -0.963
C  -4.46548  0.03005  -1.01570  -1.345
H  -2.94431  0.81941  -3.15215  0.142

Cartesian forces (eV/Å) of the 6 atoms listed first:
C -0.274 1.087 -0.232
Fe -0.256 -1.289 -0.145
C -2.714 0.216 0.916
O -2.105 1.212 -0.074
H 0.028 -0.112 -0.076
H 0.691 0.167 -0.075

***

# 4
ORCA calculation (the ωB97M-V functional and the def2-TZVPD basis) on a structure of composition C9H19AuF3O5P2S in a non-equilibrium geometry.

Summary:
HOMO level (alpha / beta) = -12.225 / -12.388 eV
Spin multiplicity = 1
Energy relative to the best compared isomer or geometry (same formula, charge and spin) = 0.981 eV
Net charge = +1
E_LUMO (alpha / beta) = -6.36 / -6.12 eV

Each line ends with the Mulliken charge.
CARTESIAN COORDINATES (ANGSTROEM)
O  -2.75385  1.24719  -0.13806  -0.754
C  1.61205  -0.89430  -0.74746  -1.205
C  1.08868  1.39588  -2.39110  -1.283
H  -1.49443  -2.77085  1.78223  0.364
Au  -0.87441  0.55630  0.79457  0.711
O  -1.59093  0.88276  -2.23135  -0.638
O  -0.25770  2.16712  2.42480  -0.645
H  0.37550  -2.61125  -0.27778  0.323
H  1.94762  -2.60067  0.53648  0.624
O  1.00332  2.19327  0.62642  -0.640
H  -1.13298  -2.05386  3.36495  0.392
F  -3.32314  -1.47843  -2.68243  -0.213
C  -3.25650  -0.94612  -1.47322  0.735
H  -0.51076  -2.11375  -2.74152  0.373
H  1.23274  -0.43624  3.76379  0.392
P  0.20221  -0.02048  -1.69766  1.283
C  1.11660  -1.96903  0.20527  -0.991
P  0.34147  -1.20223  1.68173  0.642
H  0.58117  4.78940  1.76832  0.301
H  -0.08508  -3.33555  2.71762  0.433
H  2.21834  4.10888  1.75092  0.319
C  0.61083  2.67413  1.69906  0.943
H  1.34602  2.07281  -1.57788  0.284
H  2.43468  -0.26138  2.47124  0.384
S  -2.90713  0.90582  -1.54586  1.152
H  0.92402  -1.41401  -3.50908  0.516
O  -3.94082  1.52760  -2.27195  -0.569
C  -0.05113  -1.18817  -3.08155  -1.383
H  2.13924  -0.11014  -0.20120  0.346
H  2.11001  -1.86982  3.17121  0.446
H  0.44636  1.90677  -3.10684  0.384
C  -0.69548  -2.46990  2.45734  -1.152
H  2.28261  -1.33309  -1.48786  0.709
F  -2.20897  -1.53708  -0.84100  -0.170
H  -0.68922  -0.72470  -3.83069  0.405
F  -4.34305  -1.24711  -0.79373  -0.218
H  1.21829  4.03444  3.24413  0.361
C  1.66705  -0.91206  2.88542  -1.271
C  1.21899  3.99797  2.15982  -1.150
H  1.99776  1.03988  -2.87712  0.460

Cartesian forces (eV/Å) of the 6 atoms listed first:
O 0.258 0.421 0.520
C -0.540 0.205 0.063
C -0.568 0.137 0.265
H -0.015 0.008 -0.005
Au 0.906 -0.182 0.113
O 0.641 0.098 -0.231

***

Q: The lowest energy relative to the best compared isomer or geometry (same formula, charge and spin) belongs to which entry?
A: C4H27N2O11

***

Q: Number 1 is which compound?
A: C4H27N2O11

***

Q: spin multiplicity of number 3 (C16H31ClFeN3O6)?
A: 6